10
Properties=species:S:1:pos:R:3:forces:R:3:mulliken_charge:R:1 method="wB97M-V/def2-TZVPD" e_above_lowest_kj_mol=464.0 smiles="O=CNN1CO1" homo_ev=-9.692 energy_ev=-9210.41392
C 0.734 -1.241 0.471 0.387 -0.089 0.632 -0.102
N 0.882 -0.233 -0.496 0.258 -0.106 -2.260 -0.363
N 0.058 0.877 -0.405 0.242 0.700 0.804 0.043
C -1.294 0.873 -0.304 0.069 -0.681 -0.139 0.159
O 1.824 -0.330 0.585 -0.609 -0.284 0.944 -0.333
O -1.971 1.857 -0.437 -0.279 0.395 0.071 -0.533
H 0.519 1.751 -0.631 -0.115 -0.224 -0.135 0.284
H 1.015 -2.241 0.154 -0.151 0.057 -0.045 0.221
H -0.059 -1.173 1.212 0.206 0.182 0.034 0.343
H -1.709 -0.138 -0.147 -0.008 0.051 0.094 0.282

=====

10
Properties=species:S:1:pos:R:3:forces:R:3:mulliken_charge:R:1 method="wB97M-V/def2-TZVPD" e_above_lowest_kj_mol=57.4 smiles="CC(=O)O.N#N" homo_ev=-10.425 energy_ev=-9214.62779
C -0.298 -0.203 0.716 -2.106 0.425 0.275 0.662
C -0.757 0.974 -0.081 5.536 0.351 -1.721 -0.927
N 1.302 -0.553 -2.067 0.135 -0.498 0.538 -0.119
N 1.446 -1.266 -1.249 0.138 0.116 -1.386 0.116
O 0.970 -0.406 0.976 0.860 0.358 0.759 -0.423
O -1.184 -0.947 1.055 0.260 -1.028 0.587 -0.564
H 0.096 1.775 -0.288 -1.760 -1.838 0.062 0.231
H -1.485 1.435 0.435 -2.809 1.461 1.607 0.409
H -1.104 0.441 -0.950 -0.330 0.673 -0.742 0.288
H 1.014 -1.249 1.453 0.076 -0.020 0.021 0.328

=====

10
Properties=species:S:1:pos:R:3:forces:R:3:mulliken_charge:R:1 method="wB97M-V/def2-TZVPD" e_above_lowest_kj_mol=1117.8 homo_ev="-9.419 / -8.373" energy_ev=-9203.63814
C -0.006 0.679 0.147 -1.117 2.415 -2.335 0.183
C -1.002 -0.072 0.697 -0.818 -0.752 -0.428 -0.560
N 1.168 0.557 0.624 2.452 0.722 -0.553 -0.475
N -2.261 -0.002 0.143 -0.107 1.928 -0.262 0.860
O -2.488 1.093 -0.393 -1.154 -0.469 -0.335 -0.578
O -3.022 -0.938 0.230 -0.416 -0.619 -0.110 -0.510
H -0.536 1.363 -0.671 2.114 -0.964 1.259 0.308
H -0.525 -1.784 -1.155 0.006 0.374 0.283 0.020
H -0.872 -0.819 1.375 0.435 -1.889 1.916 0.474
H 1.930 1.093 0.112 -1.395 -0.747 0.566 0.277